1.
Here is 5 unconnected molecules or ions with the total composition C19H23F2NO2 in a non-equilibrium geometry from the Open Molecules 2025 dataset. Energies are from ωB97M-V with the def2-TZVPD basis set.

Each line ends with the Mulliken charge.
Cartesian coordinates (Å):
F (-3.961, 6.115, -2.561)  -0.31
F (3.457, -7.615, -2.568)  -0.30
O (0.607, -0.548, 0.904)  -0.58
O (3.107, -0.321, 2.016)  -0.54
N (-1.409, 1.054, 2.050)  -0.29
C (0.565, -0.436, -0.540)  -0.48
C (3.531, -3.757, -1.160)  -0.37
C (-2.519, 2.863, -3.155)  -0.33
C (3.058, -4.785, -0.378)  -0.54
C (3.408, 1.070, 1.960)  -0.60
C (-2.909, 4.166, -3.393)  -0.48
C (-3.215, 1.713, 4.053)  -0.07
C (4.044, -5.323, -2.917)  -0.33
C (2.975, -6.085, -0.882)  -0.28
C (-1.874, 2.004, 4.204)  -0.72
C (-3.284, 2.953, -0.897)  -0.05
C (4.116, -4.053, -2.412)  -0.49
C (3.496, -6.331, -2.134)  0.34
C (-2.677, 2.249, -1.925)  -0.43
C (-3.462, 4.882, -2.332)  0.35
C (-3.663, 1.103, 2.882)  -0.75
C (-1.005, 1.636, 3.186)  -0.15
C (-2.711, 0.764, 1.944)  -0.23
C (-3.623, 4.292, -1.091)  -0.54
H (-2.980, 0.240, 1.032)  0.52
H (4.441, -5.563, -3.896)  0.38
H (2.304, -0.452, 1.462)  0.47
H (-2.716, 4.721, -4.302)  0.40
H (2.508, -4.621, 0.543)  0.33
H (0.913, 0.548, -0.856)  0.25
H (-2.485, 1.203, -1.718)  0.37
H (1.180, -1.242, -0.936)  0.15
H (-1.509, 2.533, 5.073)  0.37
H (3.572, -2.739, -0.796)  0.50
H (4.275, 1.190, 1.296)  0.25
H (0.071, 1.752, 3.240)  0.38
H (2.559, 1.637, 1.567)  0.23
H (-0.469, -0.633, -0.835)  0.24
H (-3.616, 2.516, 0.035)  0.31
H (-0.145, 0.013, 1.211)  0.54
H (3.703, 1.472, 2.931)  0.23
H (4.618, -3.254, -2.940)  0.37
H (-4.705, 0.823, 2.821)  0.39
H (-2.108, 2.317, -3.998)  0.34
H (-3.982, 4.897, -0.267)  0.38
H (-3.948, 1.907, 4.826)  0.38
H (2.466, -6.874, -0.348)  0.40

The structure (SMILES) is Fc1ccccc1.Fc1ccccc1.c1ccncc1.CO.CO. The value obtained for the HOMO-LUMO gap is 9.5 eV. The LUMO energy is 0.0146 Eh. For the energy above the lowest of the compared OMol25 structures with the same formula, charge and spin, the calculation gives 0.667 eV.

---

2.
Here is 2 unconnected molecules or ions with the total composition C19H23F3N in a non-equilibrium geometry from the Open Molecules 2025 dataset. Energies are from ωB97M-V with the def2-TZVPD basis set.

Each line ends with the Mulliken charge.
Cartesian coordinates (Å):
F (1.587, 3.600, 2.858)  -0.31
F (4.523, -1.320, 1.090)  -0.29
F (1.577, -4.758, -0.345)  -0.30
N (-0.693, 0.404, -1.081)  0.89
C (0.852, -1.490, 1.213)  0.30
C (-0.458, 2.840, 3.796)  -0.52
C (-1.472, 0.817, 2.920)  -0.68
C (0.679, -2.809, 0.679)  -0.90
C (0.671, 1.571, 2.031)  -0.24
C (-1.506, 1.904, 3.780)  -0.65
C (0.748, 0.580, -1.293)  -0.15
C (3.087, -3.070, 0.379)  -0.63
C (2.190, -1.083, 1.508)  -0.34
C (0.588, 2.653, 2.895)  -0.21
C (1.777, -3.537, 0.261)  0.37
C (-0.288, -0.641, 1.335)  -0.40
C (-2.751, 1.491, -2.145)  -1.39
C (3.247, -1.836, 1.012)  0.35
C (1.316, 0.537, -2.704)  -1.39
C (-1.454, 1.621, -1.367)  -0.36
C (-0.342, 0.579, 2.084)  0.78
C (-1.389, -1.331, -2.870)  -1.13
C (-1.298, -0.876, -1.428)  -0.47
H (-2.349, 2.031, 4.462)  0.41
H (1.263, -0.172, -0.686)  -0.20
H (-0.732, -1.633, -0.874)  -0.15
H (-2.573, 1.181, -3.180)  0.27
H (-2.292, 0.097, 2.896)  0.44
H (-1.252, -1.121, 1.133)  0.56
H (-0.403, -1.415, -3.332)  0.16
H (0.991, 1.552, -0.836)  0.42
H (-3.218, 2.479, -2.186)  0.45
H (-0.465, 3.693, 4.467)  0.49
H (2.386, -0.162, 2.055)  0.81
H (-1.845, -2.328, -2.865)  0.43
H (-2.305, -0.865, -0.983)  0.50
H (-1.672, 2.119, -0.403)  0.24
H (1.251, -0.465, -3.140)  0.28
H (-0.776, 2.307, -1.900)  0.40
H (-3.469, 0.811, -1.670)  0.34
H (3.932, -3.631, -0.008)  0.52
H (1.494, 1.497, 1.324)  0.66
H (0.820, 1.269, -3.354)  0.27
H (-2.028, -0.675, -3.466)  0.30
H (-0.326, -3.219, 0.566)  0.59
H (2.377, 0.804, -2.629)  0.49

The value obtained for the HOMO-LUMO gap is 5.9 eV. The LUMO energy is -0.2201 Eh. For the energy above the lowest of the compared OMol25 structures with the same formula, charge and spin, the calculation gives 0.000 eV. The charge is +1.

---

What is the formula in the second record? C19H23F3N